Run P
This record from the OMol25 dataset describes 3 unconnected molecules or ions with the total composition C4H12O3. The level of theory is ωB97M-V/def2-TZVPD.

Last column: natural (NBO) charge in e.
Cartesian coordinates (Å):
1 C -1.538 -0.089 -0.552  -0.613
2 C -0.354 0.118 0.378  -0.380
3 C 0.966 -0.455 -0.181  -0.539
4 C 2.128 -0.498 0.756  0.454
5 O 3.281 -0.297 0.488  -0.512
6 H -2.420 0.084 0.055  0.222
7 H -1.516 -1.129 -0.895  0.219
8 H -1.441 0.423 -1.509  0.209
9 H -0.568 -0.307 1.367  0.189
10 H -0.174 1.174 0.656  0.195
11 H 1.300 0.139 -1.037  0.222
12 H 0.610 -1.396 -0.625  0.243
13 H 1.833 -0.614 1.830  0.086
14 O -1.964 -2.658 0.800  -0.945
15 H -1.371 -2.631 1.559  0.472
16 H -2.563 -3.383 0.943  0.476
17 O 0.880 3.951 -1.452  -0.928
18 H 1.720 4.383 -1.632  0.465
19 H 1.192 3.185 -0.948  0.463

Computed properties:
SMILES string = CCCC=O.O.O
2S+1 = 1
molecular weight = 108.1 g/mol
charge = 0



Run Q
This record from the OMol25 dataset describes 4 unconnected molecules or ions with the total composition C4H12O3. The level of theory is ωB97M-V/def2-TZVPD.

Last column: Löwdin charge in e.
Cartesian coordinates (Å):
1 C -1.957 -2.289 0.517  -0.046
2 C 0.657 -0.316 -1.294  0.153
3 O 1.596 1.979 -0.997  -0.131
4 C -0.103 -1.168 -0.539  -0.180
5 C -1.419 -1.541 -0.645  0.009
6 H -3.029 -2.421 0.484  0.083
7 H -1.486 -3.253 0.582  0.096
8 H -1.677 -1.716 1.398  0.106
9 H 1.732 -0.356 -1.149  0.094
10 H 0.401 0.211 -2.212  0.111
11 H 2.325 1.349 -1.022  0.012
12 H 0.469 -1.565 0.289  0.127
13 H -2.044 -1.145 -1.441  0.133
14 H -0.085 0.907 0.296  -0.037
15 H 0.514 1.661 1.502  -0.033
16 O 0.068 0.764 1.229  -0.136
17 H 1.057 3.620 1.738  -0.021
18 H 1.634 2.472 -0.040  -0.002
19 O 1.346 2.810 1.305  -0.340

Computed properties:
2S+1 = 1
molecular weight = 108.1 g/mol
charge = 0



Least stable structure: run Q



Run P
This record from the OMol25 dataset describes 3 unconnected molecules or ions with the total composition C2H9O2S. The level of theory is ωB97M-V/def2-TZVPD.

Last column: natural (NBO) charge in e.
Cartesian coordinates (Å):
1 C 1.731 0.790 -1.587  -0.627
2 C 0.399 0.232 -1.096  -0.536
3 S 0.737 -0.177 0.639  -0.751
4 H 1.655 1.276 -2.578  0.160
5 H 2.525 0.043 -1.632  0.201
6 H 2.095 1.516 -0.799  0.213
7 H 0.081 -0.681 -1.548  0.176
8 H -0.478 0.807 -1.293  0.169
9 H -0.211 -2.939 2.880  0.480
10 H -0.406 -3.690 1.524  0.476
11 O 0.048 -3.697 2.354  -0.959
12 H -3.087 1.508 1.260  0.473
13 H -2.072 2.637 0.879  0.491
14 O -3.015 2.375 0.997  -0.966

Computed properties:
2S+1 = 1
molecular weight = 97.2 g/mol
charge = -1



Run Q
This record from the OMol25 dataset describes 3 unconnected molecules or ions with the total composition C2H9O2S. The level of theory is ωB97M-V/def2-TZVPD.

Last column: natural (NBO) charge in e.
Cartesian coordinates (Å):
1 C -1.375 1.213 0.951  -0.621
2 C -0.201 0.385 1.571  -0.539
3 S 1.391 0.734 0.862  -0.687
4 H -1.350 1.233 -0.137  0.186
5 H -1.213 2.186 1.410  0.202
6 H -2.363 0.826 1.223  0.168
7 H -0.540 -0.669 1.610  0.139
8 H -0.176 0.633 2.646  0.167
9 H 0.786 -0.400 -2.699  0.472
10 H -0.147 0.165 -1.704  0.488
11 O -0.065 0.031 -2.645  -0.970
12 H -0.910 -2.319 -0.208  0.469
13 H -0.997 -2.056 -1.675  0.477
14 O -0.681 -2.723 -1.025  -0.951

Computed properties:
2S+1 = 1
molecular weight = 97.2 g/mol
charge = -1



Run R
This record from the OMol25 dataset describes 3 unconnected molecules or ions with the total composition C2H9O2S. The level of theory is ωB97M-V/def2-TZVPD.

Last column: natural (NBO) charge in e.
Cartesian coordinates (Å):
1 C 0.144 1.370 -2.093  -0.621
2 C 0.057 1.184 -0.569  -0.522
3 S -0.370 -0.505 -0.074  -0.717
4 H 0.789 0.570 -2.468  0.204
5 H -0.829 1.180 -2.558  0.192
6 H 0.464 2.393 -2.348  0.174
7 H 1.100 1.283 -0.221  0.187
8 H -0.708 1.859 -0.181  0.184
9 H 2.278 -2.311 2.198  0.449
10 H 1.781 -1.407 1.064  0.506
11 O 2.423 -1.446 1.805  -0.979
12 H -2.334 -1.694 2.470  0.439
13 H -1.964 -1.091 1.282  0.493
14 O -2.830 -1.386 1.692  -0.990

Computed properties:
2S+1 = 1
molecular weight = 97.2 g/mol
charge = -1



Least stable structure: run P



Run P
This record from the OMol25 dataset describes 2 unconnected molecules or ions with the total composition C4H12O2S. The level of theory is ωB97M-V/def2-TZVPD.

Last column: natural (NBO) charge in e.
Cartesian coordinates (Å):
1 O 3.257 -0.022 -0.725  -0.713
2 C 2.468 -0.545 0.344  -0.062
3 C 1.442 0.360 0.986  -0.435
4 C 0.008 0.223 0.438  -0.408
5 C -0.997 1.082 1.186  -0.532
6 S -2.611 0.951 0.396  -0.023
7 H 3.562 0.826 -0.443  0.459
8 H 3.182 -0.889 1.096  0.164
9 H 1.897 -1.379 -0.068  0.170
10 H 1.496 0.210 2.071  0.207
11 H 1.761 1.412 0.994  0.198
12 H 0.066 0.465 -0.621  0.214
13 H -0.274 -0.827 0.509  0.201
14 H -0.672 2.123 1.290  0.221
15 H -1.077 0.853 2.250  0.222
16 H -2.556 2.068 -0.278  0.117
17 O -1.052 -2.634 -2.550  -0.937
18 H -1.167 -3.250 -1.819  0.469
19 H -0.207 -2.206 -2.423  0.469

Computed properties:
SMILES string = OCCCCS.O
2S+1 = 1
molecular weight = 124.2 g/mol
charge = 0



Run Q
This record from the OMol25 dataset describes 2 unconnected molecules or ions with the total composition C4H12O2S. The level of theory is ωB97M-V/def2-TZVPD.

Last column: natural (NBO) charge in e.
Cartesian coordinates (Å):
1 O -2.664 0.587 -0.427  -0.743
2 C -2.188 0.127 0.794  -0.053
3 C -0.823 0.632 1.264  -0.440
4 C 0.118 0.198 0.153  -0.421
5 C 1.428 1.065 0.239  -0.464
6 S 3.056 0.071 0.080  -0.108
7 H -2.659 1.509 -0.603  0.478
8 H -2.993 0.317 1.505  0.162
9 H -2.140 -0.973 0.692  0.171
10 H -0.573 0.207 2.288  0.218
11 H -0.577 1.680 1.179  0.206
12 H -0.298 0.358 -0.804  0.220
13 H 0.316 -0.882 0.226  0.220
14 H 1.593 1.859 -0.428  0.221
15 H 1.541 1.236 1.349  0.214
16 H 3.131 -0.242 -1.203  0.117
17 O -1.527 -2.272 -1.753  -0.954
18 H -2.357 -1.730 -1.431  0.486
19 H -1.562 -3.138 -1.305  0.470

Computed properties:
SMILES string = OCCCCS.O
2S+1 = 1
molecular weight = 124.2 g/mol
charge = 0



Least stable structure: run Q



Run P
This record from the OMol25 dataset describes 2 unconnected molecules or ions with the total composition C4H12O2S. The level of theory is ωB97M-V/def2-TZVPD.

Last column: natural (NBO) charge in e.
Cartesian coordinates (Å):
1 O -0.288 2.304 1.662  -0.726
2 C -0.985 1.140 1.210  -0.040
3 C -0.048 -0.032 1.425  -0.444
4 C -0.191 -0.776 0.138  -0.394
5 C 0.806 -2.022 0.137  -0.530
6 S 1.732 -2.085 -1.462  -0.024
7 H -0.682 3.120 1.281  0.472
8 H -1.316 1.210 0.166  0.172
9 H -1.937 0.845 1.860  0.139
10 H 1.024 0.308 1.550  0.217
11 H -0.376 -0.489 2.287  0.205
12 H -1.396 -0.923 -0.014  0.199
13 H 0.001 -0.112 -0.796  0.220
14 H 0.112 -2.823 0.507  0.219
15 H 1.484 -1.895 0.978  0.210
16 H 2.504 -3.051 -1.239  0.105
17 O -0.122 1.777 -2.816  -0.937
18 H 0.008 2.489 -3.472  0.470
19 H -0.330 1.015 -3.401  0.470

Computed properties:
SMILES string = OCCCCS.O
2S+1 = 1
molecular weight = 124.2 g/mol
charge = 0



Run Q
This record from the OMol25 dataset describes 2 unconnected molecules or ions with the total composition C4H12O2S. The level of theory is ωB97M-V/def2-TZVPD.

Last column: natural (NBO) charge in e.
Cartesian coordinates (Å):
1 O -0.873 1.192 -1.131  -0.739
2 C -1.373 1.044 0.198  -0.064
3 C -0.307 1.294 1.250  -0.423
4 C 1.030 0.574 1.114  -0.411
5 C 0.896 -0.908 0.790  -0.501
6 S 2.490 -1.715 0.433  -0.047
7 H -0.864 0.351 -1.595  0.476
8 H -2.167 1.769 0.339  0.175
9 H -1.883 0.077 0.300  0.167
10 H -0.760 1.124 2.228  0.202
11 H -0.107 2.367 1.272  0.209
12 H 1.586 0.686 2.035  0.213
13 H 1.595 1.047 0.318  0.209
14 H 0.544 -1.447 1.660  0.216
15 H 0.216 -1.087 -0.040  0.203
16 H 2.776 -1.051 -0.696  0.115
17 O -3.636 0.039 -2.471  -0.950
18 H -3.575 0.833 -3.014  0.477
19 H -4.560 -0.251 -2.466  0.474

Computed properties:
SMILES string = OCCCCS.O
2S+1 = 1
molecular weight = 124.2 g/mol
charge = 0



Least stable structure: run P